Record 1
Density functional theory data (the ωB97M-V functional and the def2-TZVPD basis) for 2 unconnected molecules or ions with the total composition C7H10O3S.

Results
Kohn-Sham gap (alpha / beta)	7.587 / 7.590	eV
HOMO level (alpha / beta)	-8.93 / -8.93	eV
lowest unoccupied orbital energy (alpha / beta)	-0.04932 / -0.04919	hartree
maximum force	0.099	Eh/bohr
net charge	0
ΔE to the lowest compared entry with this formula, charge and spin	7.199	eV

Cartesian coordinates (Å):
H (-0.579758, 2.731919, -0.302098)
C (0.751182, -0.057183, 0.437175)
C (-0.411884, 0.326742, -1.769265)
O (2.409185, 1.820224, -0.235119)
H (-0.478553, 1.407113, 2.355093)
H (-1.436832, 0.785093, -2.180906)
H (-0.776790, 3.199767, 1.937501)
C (-0.476260, 0.412250, -0.206894)
C (-0.659609, 2.147992, 1.585658)
H (-0.275037, -0.852003, -1.937769)
C (-0.225212, -3.006636, 0.567006)
H (-0.792234, -2.559561, 1.451175)
C (0.534809, -2.344294, -0.200691)
H (0.504162, 0.895599, -2.043925)
H (1.279172, -2.338596, -1.020801)
O (-1.584281, -0.443488, 0.162056)
H (-0.507025, -4.111851, 0.537004)
S (2.303291, 0.412954, 0.050014)
H (-2.403163, -0.091543, -0.206613)
O (3.450666, -0.158443, 0.712660)
C (-0.625826, 1.823936, 0.308749)

Forces on atoms 1 to 3 (eV/Å):
H -0.3 -0.8 -0.8
C 1.4 -4.8 -1.1
C -0.6 -0.9 0.5


Record 2
Density functional theory data (the ωB97M-V functional and the def2-TZVPD basis) for C6H12N2O in the gas phase.

Results
Kohn-Sham gap (alpha / beta)	6.247 / 6.247	eV
HOMO level (alpha / beta)	-5.64 / -5.64	eV
lowest unoccupied orbital energy (alpha / beta)	0.02247 / 0.02245	hartree
maximum force	0.059	Eh/bohr
net charge	0
ΔE to the lowest compared entry with this formula, charge and spin	5.914	eV

Cartesian coordinates (Å):
H (1.856867, -2.673417, 0.983192)
C (-2.274240, 0.736142, -0.135740)
H (0.641608, 1.466003, 1.824515)
O (-0.667905, 1.967767, -1.458242)
C (-0.278676, -0.420974, -1.192615)
H (0.383662, -3.168443, 0.432056)
H (0.091087, -1.126862, 1.954700)
H (-2.490952, 1.704669, 0.321000)
H (-2.268693, -0.047955, 0.628997)
H (2.269588, 1.115737, 1.215232)
H (0.200132, 1.871829, -1.876094)
H (-0.679169, -1.402758, -1.462013)
H (1.177402, 2.185059, 0.296347)
C (-0.948007, 0.772426, -0.796828)
C (1.227567, 1.293231, 0.920285)
H (-3.091731, 0.519116, -0.835369)
H (1.592989, -1.081525, -1.252322)
N (1.096010, -0.190556, -1.177108)
C (0.714125, 0.057521, 0.229747)
N (1.032011, -2.389630, 0.460857)
C (0.416324, -1.187382, 0.919403)

Forces on atoms 1 to 3 (eV/Å):
H -0.2 0.1 -0.1
C 0.0 0.0 -0.2
H 0.1 0.0 0.0


Record 3
Density functional theory data (the ωB97M-V functional and the def2-TZVPD basis) for 3 unconnected molecules or ions with the total composition C5H16N2O3.

Results
Kohn-Sham gap	11.190	eV
HOMO level	-17.26	eV
lowest unoccupied orbital energy	-0.22308	hartree
maximum force	0.008	Eh/bohr
net charge	+2
ΔE to the lowest compared entry with this formula, charge and spin	0.000	eV

Cartesian coordinates (Å):
H (0.279332, -1.023997, -2.877903)
H (1.149043, 0.836401, -1.543327)
C (-0.660596, -0.238170, -1.139184)
O (-2.575020, -3.545793, -0.728466)
H (1.522368, 4.393641, 1.702998)
H (0.713953, 3.424443, 2.600393)
H (-2.046675, -2.484823, -1.863596)
O (0.424730, 0.861763, 2.691926)
C (0.446324, 0.694409, -0.725025)
H (-3.505766, -3.550877, -0.468337)
N (2.292479, 1.226229, 0.846237)
C (1.216112, 0.241520, 0.535083)
N (-1.706425, -1.837407, -2.646003)
H (-1.440934, -2.435707, -3.429063)
H (1.903014, 2.128062, 1.264423)
H (-1.553801, -0.223457, -0.524333)
H (2.798185, 1.478883, -0.008674)
C (0.304391, 0.126719, 1.758107)
H (0.020535, 1.678940, -0.521975)
H (-0.464623, -0.662745, 1.698346)
O (1.171398, 3.492052, 1.751114)
C (-0.576299, -0.990119, -2.218606)
H (-2.492435, -1.258114, -2.959858)
H (-2.246905, -4.444014, -0.592859)
H (2.958677, 0.835701, 1.514272)
H (1.660985, -0.739757, 0.357574)

Forces on atoms 1 to 3 (eV/Å):
H 0.0 0.0 0.0
H 0.1 -0.1 -0.1
C 0.2 0.2 0.1


Record 4
Density functional theory data (the ωB97M-V functional and the def2-TZVPD basis) for a molecular structure, C49H62AsIrN5S6Sb2Si3.

Results
Kohn-Sham gap (alpha / beta)	5.567 / 5.515	eV
spin multiplicity	2
HOMO level (alpha / beta)	-6.23 / -6.28	eV
lowest unoccupied orbital energy (alpha / beta)	-0.02439 / -0.02823	hartree
maximum force	0.024	Eh/bohr
net charge	0
ΔE to the lowest compared entry with this formula, charge and spin	1.781	eV
<S²>	0.759

Cartesian coordinates (Å):
H (-1.096798, -1.446715, -0.913336)
H (5.553448, -2.139841, -5.364221)
C (-3.955092, 3.190480, -1.063151)
C (2.766741, -3.625779, -6.571971)
C (3.713661, -3.648572, -0.761744)
C (1.813416, 2.224375, -3.457460)
C (1.318664, 1.776148, -5.781386)
C (4.112891, -3.384241, -6.351449)
C (1.506854, -4.883057, 0.563552)
H (-4.532768, 1.081462, 1.370134)
C (-3.310088, 0.119010, -4.484038)
C (-0.679532, -2.610526, 3.810636)
C (-3.792188, 0.478977, 0.869484)
H (3.759918, -2.651272, 4.340470)
N (4.589444, -1.693261, -0.289436)
N (-1.877716, -0.649267, 3.222071)
C (3.349199, 0.222268, 4.632713)
H (-1.000345, 0.877985, 5.706595)
C (-3.013805, -2.159527, -5.179031)
C (4.503261, -2.342434, -5.523625)
Si (1.950112, -0.978426, 4.331048)
S (1.850256, 2.879422, 3.433216)
H (1.750402, -1.948656, 6.596153)
H (5.611184, -2.992009, -1.654328)
H (-1.564363, 3.338084, -2.681589)
H (0.764054, -3.022189, -6.167316)
H (2.370582, -5.512964, 0.422258)
C (-3.840883, -1.069680, -4.956392)
H (0.262757, -3.116848, 3.933626)
H (2.229280, -3.483308, 4.467776)
H (-0.961850, 5.417519, 0.453664)
H (4.039408, -0.282495, 5.313600)
H (2.459352, -4.428440, -7.228295)
H (0.998024, 1.097772, -6.564190)
C (-4.166476, -0.658444, 0.192879)
H (-3.919394, -0.738261, 3.275115)
C (-1.089430, 2.990648, -1.762065)
N (0.638560, -2.667441, 0.853977)
C (1.180281, -1.194618, 6.051838)
Sb (-0.186534, 1.594815, 3.204185)
C (2.741166, -2.671417, 3.953827)
Si (-2.991154, 3.119390, 2.745861)
H (-1.032120, -2.935214, -5.080984)
C (-3.193182, -1.346028, -0.522169)
H (4.858668, -4.001910, -6.831703)
H (-4.901172, -1.147552, -5.153659)
H (-1.786205, 5.308624, 2.779726)
C (-1.890183, -0.908163, -0.413341)
H (-3.427743, -3.088150, -5.547677)
H (-4.174692, 3.983830, -1.779271)
H (6.340135, -0.751828, -0.863689)
C (0.530032, -0.459382, 3.146332)
H (-4.241251, 1.298634, 3.922478)
C (-1.115536, -0.870575, -4.459428)
H (-3.476282, 2.422529, 5.033919)
C (5.447332, -0.514408, -0.291665)
C (-2.465571, 0.943935, 0.833349)
C (2.058015, 3.957996, -5.094430)
S (1.356402, 1.766979, 0.141627)
H (-0.857597, 4.108990, 3.636218)
H (-1.835212, -4.309045, 4.397248)
C (-1.872620, 4.451720, 3.440505)
H (3.905975, 0.538802, 3.752540)
H (-2.293482, 4.797462, 4.386076)
C (-3.064373, -2.623162, 3.856775)
C (1.806621, -2.832567, -5.958829)
H (-0.925247, 1.914096, -1.815899)
H (-0.119145, 3.469875, -1.658911)
H (-1.990645, 5.795732, -0.917525)
C (-4.667422, 3.923176, 2.411596)
H (-4.632245, 4.690226, 1.643541)
H (3.440170, -4.584736, -1.201107)
C (2.193078, -1.795583, -5.120953)
H (-4.745899, 3.182550, -0.320933)
H (-1.372597, -2.537611, 1.253288)
H (2.454461, 4.210558, -2.992084)
H (-5.003848, 4.395547, 3.335879)
C (-1.653230, -2.064365, -4.929144)
C (0.253743, -5.427946, 0.756573)
C (-1.951397, 5.258582, 0.030632)
C (-1.856795, -3.280521, 4.061510)
H (1.885141, 1.889314, -2.432821)
C (-0.445947, 1.747847, 5.363402)
Ir (0.741216, -0.294996, 0.976368)
H (3.861422, -0.746269, -4.252950)
H (-5.427564, 3.199151, 2.120869)
H (4.907115, 0.326700, -0.724441)
C (2.141267, 3.534966, -3.778543)
Sb (0.908527, -0.606411, -3.938467)
H (2.998512, 1.127865, 5.122808)
C (-2.234435, 2.337549, 1.195507)
H (2.802384, -2.921490, 2.897987)
C (1.641724, -3.498629, 0.560554)
S (2.943796, -0.499114, 1.408615)
H (-3.420709, -2.212691, -1.125256)
H (-2.699893, 5.692302, 0.684803)
N (2.891218, -2.982770, 0.144414)
As (2.501381, 3.291264, 1.332870)
H (1.233386, -0.270987, 6.622243)
H (2.313390, 4.977556, -5.346510)
S (1.766988, 5.135702, 0.662733)
H (5.713379, -0.240258, 0.726563)
H (-1.821975, -4.939883, 1.102899)
C (1.651446, 3.082958, -6.095633)
H (0.532388, 1.771386, 5.838436)
C (4.766580, -2.848651, -1.010881)
S (1.391521, -1.152002, -1.786769)
Si (-2.215377, 3.451070, -0.352254)
C (-0.567299, -3.219859, 1.035277)
H (-4.015150, -3.104029, 4.033746)
H (0.142162, -1.515717, 6.044787)
N (-1.493466, 0.166446, 0.286273)
C (-3.331723, 1.868506, 4.105120)
C (-0.703428, -1.271821, 3.388207)
C (-3.010065, -1.305106, 3.433034)
S (4.559877, 2.871902, 1.211568)
C (-1.948694, 0.220410, -4.234499)
H (1.592882, 3.421604, -7.121307)
C (1.396532, 1.358780, -4.455261)
H (-5.199218, -0.982307, 0.192675)
H (-3.993830, 2.239076, -1.591274)
C (-0.817059, -4.575466, 0.959406)
H (-2.517037, 1.163980, 4.256884)
H (0.123726, -6.501115, 0.748813)
C (3.438898, -1.762773, 0.404972)
H (-1.540515, 1.160680, -3.881541)
H (-3.950826, 0.971144, -4.309857)
C (3.547825, -1.554345, -4.904016)
H (-0.993875, 2.648710, 5.624409)

Forces on atoms 1 to 3 (eV/Å):
H 0.1 0.0 0.0
H 0.0 0.0 0.0
C 0.2 0.1 0.0


Record 5
Density functional theory data (the ωB97M-V functional and the def2-TZVPD basis) for 2 unconnected molecules or ions with the total composition C5H11NO.

Results
Kohn-Sham gap	10.504	eV
HOMO level	-9.59	eV
lowest unoccupied orbital energy	0.03343	hartree
maximum force	0.011	Eh/bohr
net charge	0
ΔE to the lowest compared entry with this formula, charge and spin	3.215	eV

Cartesian coordinates (Å):
C (1.924386, -1.298081, 0.235941)
H (2.446527, -2.256311, 0.314666)
H (-0.012300, -2.177170, -0.195635)
H (-0.477049, 1.995245, -2.306274)
H (2.086493, -0.902019, -0.773423)
H (0.271126, -1.845522, 1.523203)
H (2.365229, -0.592346, 0.945879)
H (-1.489324, 2.625011, 1.771436)
C (0.437111, -1.455602, 0.512661)
H (-2.190722, 0.663276, 0.563883)
C (-0.520406, 0.295364, -0.907520)
C (-1.595515, -0.095028, 0.060874)
H (-0.383711, -0.410069, -1.733331)
C (-0.196758, 1.710728, -1.270634)
H (-0.844995, 2.426549, 1.454252)
O (0.334533, 2.508675, -0.538329)
N (-0.206298, -0.153182, 0.425052)
H (-2.117072, -1.027905, -0.162960)

Forces on atoms 1 to 3 (eV/Å):
C 0.0 0.0 0.0
H -0.1 0.1 0.0
H 0.0 0.1 0.1


Record 6
Density functional theory data (the ωB97M-V functional and the def2-TZVPD basis) for a molecular structure, C25H46AlN2O2.

Results
Kohn-Sham gap (alpha / beta)	6.398 / 6.309	eV
spin multiplicity	3
HOMO level (alpha / beta)	-3.91 / -3.91	eV
lowest unoccupied orbital energy (alpha / beta)	0.09155 / 0.08833	hartree
maximum force	0.064	Eh/bohr
net charge	-1
ΔE to the lowest compared entry with this formula, charge and spin	0.000	eV
<S²>	2.008

Cartesian coordinates (Å):
C (1.875580, 0.906753, 3.073990)
H (-1.596668, -0.860062, -0.200520)
C (-5.081111, 3.364867, -2.543952)
H (-5.501796, 2.467301, -2.085214)
H (5.699830, -3.074625, 1.526119)
C (-5.773607, 4.742198, 0.129480)
H (4.534292, -2.014459, 0.764592)
H (-3.125170, 1.536804, -2.229196)
C (5.271484, -3.938953, -1.053578)
O (2.530063, -2.937834, -0.466822)
H (4.019793, -3.096452, 2.066201)
H (-3.345120, 7.110883, -2.271709)
H (-5.779388, 4.186352, -2.395582)
C (2.538700, -6.523103, -0.916307)
C (4.955470, -4.904256, -2.192036)
H (-3.312889, 5.022905, -3.646567)
H (-6.138897, 3.713013, 0.121895)
H (6.318955, -4.058426, -0.759444)
H (2.012976, 0.017093, 6.446331)
C (-0.241866, 1.203524, 1.587933)
C (-4.226256, 4.791003, 0.188355)
C (-3.726741, 6.122606, -0.396217)
H (3.565179, 0.615145, 4.504932)
H (0.814112, -5.488418, -2.598353)
H (-0.482394, -0.140682, 6.189405)
N (2.915677, -4.173664, -0.193089)
H (-1.305157, 1.496771, 1.780319)
H (-6.187410, 5.266435, -0.731916)
C (1.579105, 0.236778, 5.442513)
H (0.957700, -3.783974, -2.238891)
H (-2.679857, 6.282058, -0.113681)
N (-3.657385, 3.606196, -0.517624)
H (-4.872916, 6.264401, -2.232272)
H (-6.220385, 5.222218, 1.003183)
C (-3.155776, 4.986614, -2.564414)
C (-3.907798, 4.775459, 1.694933)
H (-4.414633, 5.600664, 2.200117)
H (-2.926865, 2.488187, -3.701844)
H (5.177323, -2.914763, -1.430497)
H (-2.074036, 5.067391, -2.412238)
C (2.539020, -5.035602, -1.349867)
H (5.247181, -5.923823, -1.920694)
H (2.258939, -6.630797, 0.133869)
C (4.360458, -4.127960, 0.170244)
C (-3.826881, 6.194822, -1.917864)
C (-0.448816, 0.459829, 4.034536)
H (4.065048, -5.629679, 1.733422)
C (1.093408, -4.779794, -1.814868)
C (3.473946, -4.847745, -2.556141)
H (-4.244173, 3.844399, 2.157855)
H (-1.546738, 0.430451, 3.896826)
H (0.388116, -4.900542, -0.989096)
H (0.257610, 2.101010, 1.131949)
Al (-0.147776, -0.425388, 0.325723)
C (-2.813439, 2.510024, -2.615365)
H (3.497438, -7.017423, -1.075384)
O (-2.405003, 3.460773, -0.121863)
H (3.274694, -3.881106, -3.032561)
H (0.459013, -1.640298, 1.206300)
C (4.760377, -5.419014, 0.917789)
C (0.425785, 0.850487, 2.939736)
C (0.140797, 0.146489, 5.319041)
C (4.662704, -3.011938, 1.186978)
H (-4.288497, 6.954158, 0.040568)
H (0.899750, -0.053922, -0.831170)
H (-1.747544, 2.629665, -2.417638)
H (-5.058385, 3.195618, -3.623417)
C (-3.659816, 3.645070, -2.008610)
H (2.521933, 1.203677, 2.225534)
H (3.260935, -5.608596, -3.313697)
C (2.467171, 0.587971, 4.356712)
H (5.556525, -4.642735, -3.067908)
H (-2.843585, 4.896596, 1.901485)
H (1.813788, -7.104797, -1.490482)
H (5.754951, -5.315018, 1.359681)
H (4.818946, -6.298813, 0.280049)

Forces on atoms 1 to 3 (eV/Å):
C -0.9 -0.6 2.1
H -0.4 0.0 -0.2
C -0.3 0.2 0.0


Number 5 is which compound? C5H11NO


The highest net charge belongs to which entry? C5H16N2O3